# 1
Formula: C6H9N3O2
Source: the OMol25 dataset
Level of theory: ωB97M-V with the def2-TZVPD basis set

```
! wB97M-V def2-TZVPD RIJCOSX def2/J DEFGRID3
* xyz 0 1
C 1.5309 0.3961 0.3491
C 2.0371 -1.0112 -0.2443
C 0.3737 0.9941 -0.4618
C -1.0470 0.2452 -0.4290
C -2.2564 0.7989 -0.5670
C -2.4983 -1.2542 0.4684
H 3.0754 0.9078 1.4340
H 3.2228 1.2217 -0.1557
H 1.0975 0.0834 1.3298
H 0.2428 2.0901 -0.3675
H 0.7597 0.8392 -1.5289
H -2.5353 1.8257 -0.7328
H -2.9326 -2.2055 0.7722
H -4.1488 -0.1132 -0.2257
H 0.4025 -1.7526 0.3135
N 2.5904 1.3660 0.6345
N -1.1725 -1.0257 0.2555
N -3.1318 -0.1850 -0.0299
O 3.1474 -1.1536 -0.6531
O 1.2422 -2.0669 -0.1613
*
```

The calculation puts the electronic energy at -548.770655 Ha. As for the HOMO energy: -0.3501 hartree. Its SMILES is N[C@@H](Cc1c[nH]cn1)C(=O)O. The lowest unoccupied orbital energy comes out at 0.521 eV. The value obtained for the HOMO-LUMO gap is 10.048 eV.

Here are the natural (NBO) charges for atoms 1 to 6, given in e:
1. C -0.157
2. C 0.764
3. C -0.435
4. C 0.135
5. C -0.125
6. C 0.198

***

# 2
Formula: C6H9N3S
Source: the OMol25 dataset
Level of theory: ωB97M-V with the def2-TZVPD basis set

```
! wB97M-V def2-TZVPD RIJCOSX def2/J DEFGRID3
* xyz 0 1
C -0.1924 1.2114 -0.0456
C -0.5770 -0.4352 0.0834
C 1.1917 1.6313 -0.0826
C 2.1097 0.5663 0.5220
C 1.9461 -0.7503 -0.2786
C -2.7975 -1.3583 0.0728
N -1.3309 1.7823 -0.1060
N -2.3242 0.9582 -0.0432
N -1.8783 -0.3226 0.0675
S 0.3968 -1.8185 0.0199
H 1.3617 1.8779 -1.0763
H 1.3798 2.5324 0.3610
H 3.1964 0.7405 0.3220
H 1.8164 0.3033 1.4942
H 1.9840 -0.5604 -1.2780
H 2.8611 -1.4473 -0.2634
H -2.8161 -1.6563 1.0387
H -3.8597 -1.1171 -0.3164
H -2.4677 -2.1376 -0.4914
*
```

The calculation puts the electronic energy at -796.362434 Ha. As for the HOMO energy: -0.2805 hartree. Its SMILES is Cn1nnc2c1SCCC2. The lowest unoccupied orbital energy comes out at 0.615 eV. The value obtained for the HOMO-LUMO gap is 8.248 eV.

Here are the natural (NBO) charges for atoms 1 to 6, given in e:
1. C 0.146
2. C -0.096
3. C -0.465
4. C -0.399
5. C -0.459
6. C -0.402

***

# 3
Formula: C6H9N4
Source: the OMol25 dataset
Level of theory: ωB97M-V with the def2-TZVPD basis set

```
! wB97M-V def2-TZVPD RIJCOSX def2/J DEFGRID3
* xyz 1 3
C 1.3017 1.9816 0.5079
C 0.3716 1.4867 1.3293
C 1.6060 1.2335 -0.7171
C -0.3617 0.1397 1.0766
C 0.5969 0.2052 -1.0929
C -0.9687 -1.5298 -0.4883
N 2.7496 1.2423 -1.1903
N 2.2544 -1.6717 0.8934
N -0.1584 -0.3598 -0.2693
N 3.1924 -2.1124 0.5072
H 1.8857 2.9480 0.8507
H 0.1624 1.9136 2.2223
H 0.1534 -0.7169 1.8126
H -1.4079 0.1358 1.2276
H 0.7671 -0.2522 -2.1697
H -0.6495 -2.0525 -1.4294
H -0.9597 -2.0805 0.3883
H -2.0110 -1.4420 -0.9345
H 2.8042 0.6472 -2.0148
*
```

As for the expectation value of S²: 2.02. The calculation puts the electronic energy at -452.625405 Ha. As for the HOMO energy (alpha / beta): -0.4089 / -0.5382 hartree. The lowest unoccupied orbital energy (alpha / beta) comes out at -3.933 / -8.243 eV. The value obtained for the HOMO-LUMO gap (alpha / beta) is 7.194 / 6.401 eV.

Here are the natural (NBO) charges for atoms 1 to 6, given in e:
1. C -0.159
2. C -0.050
3. C 0.100
4. C -0.271
5. C 0.059
6. C -0.440

***

# 4
Formula: C6H9N5
Source: the OMol25 dataset
Level of theory: ωB97M-V with the def2-TZVPD basis set

```
! wB97M-V def2-TZVPD RIJCOSX def2/J DEFGRID3
* xyz 0 1
C 2.0249 -1.2890 -0.6044
C -0.2929 1.5961 -0.2166
C -1.8836 -0.7749 0.2005
C 0.1096 0.2249 -0.2106
C 0.5941 2.6455 0.1215
C -2.7647 -2.0386 0.3244
N 3.2992 -1.3579 -0.3806
N 3.6096 -0.2227 0.2852
N 2.6079 0.5860 0.3620
N -0.6795 -0.8843 -0.1667
N 1.5685 -0.0524 -0.1883
H 1.5489 -1.9991 -1.2291
H -1.3730 1.7855 -0.4110
H -2.4103 0.2031 0.4600
H 1.1685 2.2345 1.0006
H 1.5304 2.8313 -0.5032
H 0.1678 3.5736 0.1844
H -2.9187 -2.3708 -0.6353
H -2.1611 -2.8486 0.8192
H -3.7455 -1.8422 0.7878
*
```

The calculation puts the electronic energy at -507.680025 Ha. As for the HOMO energy: -0.3182 hartree. Its SMILES is C/C=C(/N=C/C)n1cnnn1. The lowest unoccupied orbital energy comes out at -0.232 eV. The value obtained for the HOMO-LUMO gap is 8.425 eV.

Here are the natural (NBO) charges for atoms 1 to 6, given in e:
1. C 0.153
2. C -0.170
3. C 0.201
4. C 0.276
5. C -0.699
6. C -0.668

***

Let's list max |F| in order: 0.081; 0.132; 0.170; 0.114 hartree/bohr.
Let's list ΔE to the lowest compared entry with this formula, charge and spin in order: 133.17; 267.49; 0.00; 364.47 kJ/mol.